[1]
Below is a molecular structure, C20H42MnN8O4P2S2, with properties calculated with the ωB97M-V functional and the def2-TZVPD basis.

Structure (XYZ):
```
79
Properties=species:S:1:pos:R:3:forces:R:3
Mn 0.88741 0.52409 0.94045 -0.1 0.4 -0.2
C -0.12357 1.44544 5.03369 0.0 0.0 0.0
C 0.00595 1.33627 3.56466 -0.1 0.2 0.0
N 0.66375 0.42554 2.93723 -0.1 0.1 -0.2
N 1.46502 -0.47704 3.59870 0.1 -0.1 0.0
C 2.74848 -0.55263 3.15682 0.0 0.0 0.0
N 3.58104 -1.33842 3.80752 0.1 0.0 0.0
S 3.23909 0.37654 1.81174 0.0 -0.1 0.0
C -0.56042 2.38710 2.64111 0.1 -0.3 -0.1
C -1.28265 3.50935 3.13536 0.0 0.4 0.1
C -1.11358 4.75745 2.63232 0.0 -0.1 0.0
C -0.33194 5.11334 1.46748 0.0 -0.1 0.0
C -0.15149 4.28330 0.44098 0.1 0.0 0.3
N -0.13596 2.23088 1.42244 0.3 -0.5 0.0
H 0.71457 0.98579 5.55442 0.0 0.0 0.0
H -1.05004 0.95343 5.35238 0.0 0.0 0.0
H -0.19126 2.48952 5.33260 0.0 0.0 0.0
H 1.11276 -0.96574 4.41079 0.0 0.0 0.0
H 3.33593 -1.83561 4.65226 0.0 0.0 0.0
H 4.54298 -1.38829 3.50395 0.0 0.0 0.0
H -1.86307 3.36352 4.03613 0.0 0.1 0.0
H -1.56070 5.58022 3.17872 0.0 0.0 0.0
H 0.05395 6.12192 1.39207 0.0 0.0 0.0
H 0.35970 4.52298 -0.48128 0.0 0.0 0.0
C -1.51253 -3.44964 0.10008 0.1 -0.1 0.0
N -0.79540 -2.75572 -0.98579 -0.2 0.0 0.0
C -1.41109 -2.85497 -2.31432 0.0 0.0 0.0
P 0.68204 -2.22584 -0.67497 0.2 0.0 0.3
O 0.77363 -1.35111 0.58821 -0.1 0.0 -0.2
O 1.13617 -1.31576 -1.92657 -0.1 0.0 0.0
P 1.24162 0.27056 -2.19928 0.1 0.1 0.0
O 0.98837 0.99871 -0.86950 0.1 -0.2 0.2
N 0.10080 0.58704 -3.28288 -0.2 0.1 0.0
C -0.27131 2.00449 -3.47138 0.0 0.0 0.0
C -0.22641 -0.26790 -4.43485 0.0 0.0 0.0
N 2.71900 0.64539 -2.71289 0.1 0.1 0.1
C 3.84198 0.86911 -1.79557 0.1 -0.1 0.0
C 3.12619 0.40794 -4.10772 0.0 0.0 0.0
N 1.72048 -3.43958 -0.52479 0.1 -0.1 0.1
C 1.53542 -4.72526 -1.21647 0.0 0.0 0.0
C 3.09086 -3.20286 -0.05563 0.0 0.0 0.0
H -1.80481 -4.44446 -0.23694 0.0 0.0 0.0
H -2.40405 -2.89553 0.38016 -0.1 0.0 0.0
H -0.87175 -3.56343 0.97360 0.0 0.0 0.0
H -1.85801 -3.84300 -2.41954 0.0 0.0 0.0
H -0.66609 -2.74447 -3.09481 0.0 0.0 0.0
H -2.19061 -2.10382 -2.44597 0.0 0.0 0.0
H -0.12596 2.56069 -2.54857 0.0 0.0 0.0
H -1.32558 2.05170 -3.73845 0.0 0.0 0.0
H 0.31825 2.46021 -4.26868 0.0 0.0 0.0
H 0.30055 -1.21603 -4.38163 0.0 0.0 0.0
H 0.06981 0.23165 -5.35826 0.0 0.0 0.0
H -1.29976 -0.44747 -4.47076 0.0 0.0 0.0
H 3.49395 1.32838 -0.87645 0.0 0.0 0.0
H 4.53817 1.55877 -2.26969 0.0 0.0 0.0
H 4.37516 -0.05759 -1.57071 0.0 0.0 0.0
H 2.25863 0.32824 -4.75576 0.0 0.0 0.0
H 3.71510 -0.50651 -4.19331 0.0 0.0 0.0
H 3.73004 1.24772 -4.44689 0.0 0.0 0.0
H 0.48973 -4.88113 -1.46670 0.0 0.0 0.0
H 1.85462 -5.52890 -0.55477 0.0 0.0 0.0
H 2.13151 -4.76674 -2.12927 0.0 0.0 0.0
H 3.15600 -2.25278 0.47108 0.0 0.0 0.0
H 3.78837 -3.19524 -0.89554 0.0 0.0 0.0
H 3.38062 -4.00220 0.62596 0.0 0.0 0.0
O -0.74191 3.01475 0.46702 -0.2 0.1 -0.3
S -3.34896 1.13471 2.25253 -0.1 -0.2 0.1
C -4.86900 1.74547 1.42505 0.0 0.0 0.0
C -4.87625 1.07861 0.05398 0.1 0.0 0.0
C -4.34699 -0.33703 0.25854 0.0 0.0 0.0
C -3.04486 -0.19505 1.04409 0.0 0.1 0.1
H -4.84166 2.83082 1.37122 0.0 0.0 0.0
H -5.72505 1.44475 2.02479 0.0 0.0 0.0
H -4.21656 1.62595 -0.62504 0.0 0.0 0.0
H -5.87865 1.08554 -0.37226 0.0 0.0 0.0
H -4.19423 -0.86409 -0.68462 0.0 0.0 0.0
H -5.06136 -0.91204 0.85109 0.0 0.0 0.0
H -2.21741 0.08458 0.37798 0.0 0.0 0.0
H -2.77676 -1.09862 1.58935 0.0 0.0 0.0
```
Forces are in eV/Å.

Output
**E_tot**: -113079.97059 eV
**Energy above the lowest of the compared OMol25 structures with the same formula, charge and spin**: 4.686 eV
**Max |F|**: 0.54 eV/A
**Charge**: +3
**2S+1**: 5
**E_HOMO (spin up / spin down)**: -15.57 / -15.55 eV

Here are the Mulliken charges for atoms 1 to 6, given in e: Mn 0.015; C -1.712; C 1.111; N 0.820; N -0.538; C 0.653


[2]
Below is 3 unconnected molecules or ions with the total composition C20H42NO14PS2 at a distorted geometry, with properties calculated with the ωB97M-V functional and the def2-TZVPD basis.

Structure (XYZ):
```
80
Properties=species:S:1:pos:R:3:forces:R:3
C 5.13825 -1.76561 -0.38955 0.4 -1.5 0.2
C 5.28440 -2.12608 -1.98143 1.3 0.1 -0.5
C 5.13052 -0.85515 -3.00363 -0.7 -0.5 -0.9
C 3.86323 0.13829 -2.69892 -0.2 0.9 -1.5
C 4.21133 1.33668 -1.58587 0.0 -1.4 -0.8
C 2.45101 -0.63999 -2.34217 0.3 0.9 2.0
O 2.18431 -1.80790 -3.19792 -1.9 -0.3 2.1
S 1.08041 -2.89828 -2.41302 0.2 -6.8 -2.8
O 1.83328 -3.93585 -1.53715 -2.2 4.8 -2.2
O 0.29413 -3.65458 -3.53385 2.8 3.8 4.1
C -0.10460 -1.84061 -1.41221 1.3 1.9 1.5
P -1.75362 -2.71680 -0.95536 -3.9 -2.2 -1.6
N -2.89674 -2.58057 -2.10009 2.3 -1.0 1.7
O -2.40067 -2.07044 0.54743 3.8 -0.6 -2.1
O -1.45348 -4.44524 -0.70748 0.4 4.1 2.5
C -0.29627 -0.42961 -2.23743 -0.1 -0.5 -2.5
O -0.60326 -0.66960 -3.66666 -0.3 0.0 2.2
S -1.69483 0.51372 -1.41246 -0.1 0.3 -0.4
C 1.15167 0.40825 -2.23612 0.2 -0.2 0.7
O 1.19355 1.46410 -3.26615 -0.6 -0.4 2.9
C 0.63034 2.73489 -2.78509 -1.3 1.4 -0.7
C 1.66230 4.01465 -2.84167 -0.8 0.5 0.7
C 2.16443 4.31781 -1.30488 1.1 0.5 0.8
O 2.75144 3.86279 -3.82390 -1.7 1.5 -0.1
H 5.43931 -0.67459 -0.09287 -0.9 -2.1 -0.7
H 5.90142 -2.48033 0.18644 -1.7 1.6 -1.1
H 4.06880 -2.09582 -0.02698 2.1 1.0 -0.5
H 4.57583 -2.99736 -2.35492 1.3 1.9 1.1
H 6.39181 -2.54847 -2.12506 -2.4 0.9 0.2
H 6.11494 -0.20318 -3.12596 -2.1 -1.3 0.6
H 4.93765 -1.31878 -4.08561 0.4 1.0 2.3
H 3.65802 0.73233 -3.71254 0.3 -1.4 2.1
H 4.01207 2.37540 -2.08848 0.3 -2.1 1.3
H 5.35869 1.20743 -1.34572 -2.4 0.5 -0.2
H 3.54476 1.10221 -0.65225 1.5 0.9 -1.5
H 2.57301 -1.06538 -1.23470 -0.2 0.9 -2.2
H 0.46857 -1.56228 -0.40672 -1.0 -0.7 -2.0
H -3.12669 -3.55634 -2.41357 0.3 1.2 0.3
H -1.62141 -1.61789 0.98882 -1.3 -0.5 -0.3
H -1.27194 -4.48767 0.29741 -0.3 -0.4 -2.1
H -1.50458 -1.08930 -3.78898 1.3 0.3 0.8
H -2.64826 0.79164 -2.42052 1.5 -0.7 0.7
H 1.23324 0.86725 -1.13949 -0.1 -0.7 -2.3
H 0.18911 2.69878 -1.69517 1.0 -0.2 -2.2
H -0.28856 3.02892 -3.48729 1.9 -0.9 1.4
H 1.02804 4.95388 -3.17924 1.1 -2.0 0.8
H 3.34328 4.47921 -1.21730 -2.6 -0.3 -0.5
H 1.68433 5.31395 -0.86682 0.9 -2.2 -1.1
H 1.91484 3.45367 -0.53698 0.4 1.7 -1.8
H 2.54966 4.52147 -4.56974 0.5 -1.6 1.7
C -0.79926 -4.97374 7.10411 0.0 0.3 0.0
C -1.42551 -5.81916 6.00828 0.6 -0.2 0.3
O -2.64601 -5.22782 5.54390 -0.1 0.8 -0.9
C -2.50341 -4.18696 4.68600 0.1 0.1 0.2
O -1.44833 -3.72961 4.27762 -1.3 -0.6 0.4
O -3.74176 -3.72327 4.37854 1.0 -0.6 0.4
C -3.73374 -2.56364 3.55111 0.0 0.5 -0.4
H -1.52055 -4.78632 7.90592 0.1 -0.2 -0.1
H 0.07855 -5.47238 7.52401 -0.1 0.0 -0.1
H -0.48902 -3.99624 6.72181 0.0 -0.2 0.0
H -1.68311 -6.80356 6.41238 -0.3 0.2 -0.2
H -0.73019 -5.98381 5.17662 -0.2 0.2 0.1
H -3.13204 -2.72102 2.64916 -0.1 0.0 0.4
H -3.36288 -1.70399 4.11789 0.1 -0.1 -0.1
H -4.76311 -2.35789 3.24419 0.1 -0.3 0.2
C -2.81802 6.10640 2.58299 -0.3 -0.2 0.1
C -2.46473 5.83821 1.13006 0.0 0.6 0.3
O -2.69063 4.46238 0.79686 -0.9 -0.4 -0.5
C -3.98260 4.12000 0.56598 -0.3 0.3 0.2
O -4.94461 4.86968 0.60654 1.4 -1.1 -0.1
O -4.02423 2.78821 0.30584 0.3 1.1 0.1
C -5.34226 2.27564 0.13411 -0.6 -0.3 -0.2
H -2.29039 5.41022 3.24270 0.1 0.1 -0.1
H -2.55570 7.13034 2.86268 0.0 -0.1 -0.1
H -3.88823 5.96454 2.76311 0.1 0.1 -0.1
H -1.39840 6.03175 0.97458 -0.2 -0.4 -0.1
H -3.01503 6.49996 0.45074 -0.1 -0.3 0.1
H -5.89744 2.84608 -0.61868 0.1 0.0 0.3
H -5.87210 2.28153 1.09171 0.0 0.1 -0.2
H -5.26233 1.24088 -0.21090 0.3 0.2 0.1
```
Forces are in eV/Å.

Output
**E_tot**: -82527.62548 eV
**Max |F|**: 7.39 eV/A
**E_HOMO**: -9.37 eV
**Structure (SMILES)**: CCC[C@H](C)[C@@H]1OS(=O)(=O)[C@H](P(=N)(O)O)[C@@](O)(S)[C@@H]1OC[C@@H](C)O.CCOC(=O)OC.CCOC(=O)OC

Here are the Mulliken charges for atoms 1 to 6, given in e: C -0.695; C -0.308; C -1.031; C 0.502; C -0.808; C -0.366


[3]
Below is 3 unconnected molecules or ions with the total composition C20H42O10P3S at a distorted geometry, with properties calculated with the ωB97M-V functional and the def2-TZVPD basis.

Structure (XYZ):
```
76
Properties=species:S:1:pos:R:3:forces:R:3
S -5.63925 2.09897 6.01721 -0.2 0.4 0.4
C -6.11940 2.10651 4.22090 0.3 0.5 -3.5
C -7.62829 1.79272 3.79654 -3.4 -0.2 0.1
C -8.33178 0.47061 4.22996 -2.1 2.7 -2.4
C -9.78847 0.19592 3.74754 1.5 2.7 -0.8
C -10.58540 1.19038 2.85193 3.7 1.1 1.3
C -9.87987 2.53628 2.45372 1.9 -2.7 2.2
C -8.40958 2.82549 2.93073 -2.3 -2.8 0.5
C -5.28935 0.96633 3.39142 1.7 -1.2 -1.5
O -4.22038 1.54001 2.56167 -1.9 0.4 1.3
P -4.11628 3.24408 2.91006 2.5 2.2 -0.5
O -5.74650 3.34601 3.58906 -0.8 -2.7 1.3
H -4.89664 3.27172 6.17995 -0.8 -1.0 -0.9
H -7.78505 -0.29044 4.88768 -0.9 1.3 -1.1
H -10.29205 -0.77176 4.07781 0.8 1.5 -0.5
H -11.66620 0.95158 2.53293 2.0 0.4 0.6
H -10.41268 3.33238 1.82018 0.9 -1.5 1.1
H -7.98277 3.83152 2.59165 -0.3 -1.9 0.8
H -5.91293 0.41249 2.59569 0.3 0.8 1.6
H -4.73247 0.18221 4.01362 -1.3 1.0 -0.2
H -2.78193 3.41874 2.32554 0.1 -0.5 0.2
H -4.54945 3.59412 1.56251 -0.8 -0.2 0.4
H -4.02342 4.62585 3.38952 0.0 0.1 -0.7
H -3.44660 2.92952 4.15521 -0.6 -0.5 0.3
O -0.55820 3.71725 -0.45880 2.4 1.4 3.5
P 0.73428 2.90149 -0.33880 -2.3 -5.2 -7.4
O 1.24940 3.18892 -1.89783 0.5 0.6 0.5
C 1.26295 4.51132 -2.41289 -0.1 0.2 -0.3
C 2.45483 5.29380 -1.90009 0.2 0.0 0.0
O -0.00510 1.42873 -0.55063 0.7 0.4 1.1
C -1.22574 1.16317 0.14618 -0.8 0.0 0.0
C -2.38747 1.20965 -0.82749 -0.1 0.0 -0.2
O 2.18239 2.03291 -0.06324 -0.7 2.7 2.7
C 2.66585 1.09152 -1.01822 0.2 -0.1 -0.8
C 3.98565 1.58057 -1.58463 0.3 0.0 0.2
H 0.33275 5.03847 -2.19075 0.0 -0.2 0.1
H 1.32371 4.43088 -3.50220 0.0 -0.2 0.1
H 2.49723 5.27958 -0.80713 -0.1 0.1 0.0
H 2.40889 6.33134 -2.23981 0.0 0.0 0.1
H 3.38815 4.85810 -2.26611 0.0 0.0 0.0
H -1.37042 1.86749 0.96975 -0.1 0.0 -0.2
H -1.15259 0.16381 0.58515 0.2 0.1 -0.1
H -2.40055 2.14604 -1.39254 0.0 0.0 0.2
H -3.33988 1.10651 -0.30291 0.1 0.0 0.1
H -2.29801 0.40185 -1.56178 0.0 0.0 0.1
H 1.95574 0.91184 -1.82660 -0.1 0.2 0.2
H 2.81668 0.13971 -0.50086 -0.2 0.1 0.2
H 3.91920 2.61799 -1.90858 -0.2 -0.1 -0.1
H 4.29462 0.96767 -2.43606 0.0 0.0 0.1
H 4.76962 1.53567 -0.82202 0.0 0.0 -0.1
O 5.61092 -2.36593 -2.62655 1.4 1.3 4.1
P 5.32228 -3.46966 -1.60073 -4.0 -5.8 -6.2
O 6.05024 -4.69103 -2.46763 0.6 0.4 0.7
C 7.35435 -4.51113 -3.00019 0.3 0.0 -0.3
C 8.41619 -4.66963 -1.93120 0.1 -0.2 0.1
O 3.74235 -3.68987 -2.06962 0.3 0.6 1.1
C 2.93097 -2.54138 -2.31103 -0.3 0.2 -0.5
C 2.71828 -2.37347 -3.80392 0.0 -0.1 -0.2
O 5.01274 -4.59098 -0.34922 1.8 3.6 1.2
C 4.49903 -5.89178 -0.63742 0.0 -0.8 -0.5
C 5.53052 -6.93692 -0.25716 0.1 0.0 0.4
H 7.45422 -3.54586 -3.50094 -0.2 0.0 0.1
H 7.49586 -5.27712 -3.76803 -0.2 0.0 0.1
H 8.22547 -4.00662 -1.08216 0.1 0.1 -0.1
H 9.40649 -4.45006 -2.33720 -0.1 0.0 0.0
H 8.42642 -5.69277 -1.54710 0.0 0.1 0.0
H 3.37681 -1.64591 -1.87011 0.0 -0.1 -0.2
H 1.96769 -2.69888 -1.81739 0.1 -0.1 0.0
H 3.66815 -2.36102 -4.34583 0.0 0.1 0.2
H 2.18216 -1.44660 -4.02042 0.0 -0.1 0.0
H 2.14268 -3.21549 -4.20051 0.0 0.1 0.1
H 4.21676 -6.00779 -1.68437 0.1 0.3 0.1
H 3.59389 -6.03143 -0.04026 0.1 0.3 0.0
H 6.51074 -6.69537 -0.66524 -0.1 0.0 -0.2
H 5.23486 -7.92477 -0.62027 -0.1 0.1 0.0
H 5.64268 -6.98604 0.83036 0.0 0.0 -0.1
```
Forces are in eV/Å.

Output
**E_tot**: -80590.09004 eV
**Max |F|**: 9.42 eV/A
**Charge**: -1
**E_HOMO**: -3.96 eV

Here are the Mulliken charges for atoms 1 to 6, given in e: S -0.294; C 0.870; C 0.010; C -0.288; C -0.389; C -0.410